Here is a structure of composition C38H42BGdN3O2PS2 from OMol25. Energies are from ωB97M-V/def2-TZVPD.

Values from the calculation:
Gap between HOMO and LUMO (spin up / spin down) in eV: 7.151 / 6.143
E in eV: -101127.8901
E_LUMO (spin up / spin down) in eV: 0.34 / -0.56
HOMO energy (spin up / spin down) in eV: -6.81 / -6.70
ΔE to the lowest compared entry with this formula, charge and spin in kcal/mol: 2.0

Geometry as ORCA input:
```
! RIJCOSX wB97M-V def2-TZVPD def2/J DEFGRID3
* xyz 0 8
Gd -0.17 -1.51 -0.31
C -1.55 -4.41 -1.71
N -0.98 -3.15 -2.22
C 0.12 -3.44 -3.15
C -2.04 -2.32 -2.79
C -2.33 -2.33 -4.14
C -3.39 -1.59 -4.65
C -4.18 -0.87 -3.77
C -3.91 -0.85 -2.40
C -2.81 -1.55 -1.89
N -2.43 -1.63 -0.57
C -2.78 -0.77 0.47
C -3.22 0.55 0.35
C -3.44 1.35 1.47
C -3.21 0.84 2.74
C -2.74 -0.46 2.88
C -2.50 -1.26 1.77
N -1.92 -2.57 1.86
C -1.28 -2.87 3.14
C -2.89 -3.62 1.56
H -1.90 -5.03 -2.54
H -0.78 -4.96 -1.16
H -2.38 -4.19 -1.05
H -0.19 -4.13 -3.94
H 0.48 -2.52 -3.60
H 0.93 -3.91 -2.60
H -1.72 -2.91 -4.82
H -3.61 -1.59 -5.71
H -5.04 -0.31 -4.14
H -4.55 -0.30 -1.73
H -3.36 0.98 -0.64
H -3.77 2.37 1.34
H -3.38 1.45 3.61
H -2.54 -0.85 3.87
H -2.01 -3.03 3.94
H -0.69 -3.78 3.03
H -0.61 -2.06 3.44
H -3.62 -3.71 2.37
H -3.41 -3.39 0.63
H -2.38 -4.58 1.44
C 1.04 4.23 4.69
C 1.31 3.05 5.64
C 2.43 3.46 6.59
C 0.05 2.76 6.46
C 1.68 1.82 4.82
C 2.82 1.06 5.07
C 3.16 -0.08 4.32
C 2.29 -0.44 3.32
O 2.36 -1.50 2.44
B 1.21 -1.42 1.66
O 0.46 -0.28 2.03
C 1.16 0.30 3.08
C 0.82 1.41 3.79
H 0.85 5.14 5.27
H 0.16 4.06 4.07
H 1.89 4.41 4.03
H 2.14 4.37 7.13
H 3.36 3.67 6.06
H 2.63 2.69 7.35
H -0.24 3.63 7.05
H 0.22 1.92 7.14
H -0.79 2.50 5.81
H 3.50 1.35 5.86
H 4.05 -0.65 4.53
H -0.09 1.95 3.55
S 2.64 -0.73 -1.34
P 1.59 0.49 -2.53
S -0.27 0.86 -1.87
C 2.44 2.07 -2.80
C 3.73 2.27 -2.33
C 4.37 3.48 -2.56
C 3.73 4.48 -3.28
C 2.44 4.28 -3.75
C 1.80 3.08 -3.52
C 1.46 -0.22 -4.20
C 2.53 -0.91 -4.76
C 2.43 -1.44 -6.04
C 1.25 -1.28 -6.77
C 0.18 -0.60 -6.21
C 0.28 -0.07 -4.93
H 4.22 1.49 -1.76
H 5.38 3.64 -2.19
H 4.24 5.42 -3.46
H 1.94 5.06 -4.30
H 0.78 2.93 -3.88
H 3.44 -1.05 -4.18
H 3.26 -1.98 -6.47
H 1.18 -1.70 -7.77
H -0.74 -0.49 -6.76
H -0.57 0.42 -4.48
*
```

=====

Here is a structure of composition C38H42Br2F5KN5OSSi from OMol25. Energies are from ωB97M-V/def2-TZVPD.

Values from the calculation:
Gap between HOMO and LUMO in eV: 5.663
E in eV: -238299.2983
E_LUMO in eV: 1.83
HOMO energy in eV: -3.83
ΔE to the lowest compared entry with this formula, charge and spin in kcal/mol: 3.3

Geometry as ORCA input:
```
! RIJCOSX wB97M-V def2-TZVPD def2/J DEFGRID3
* xyz -1 1
K 0.12 0.00 -0.31
C -1.45 2.68 -2.52
C 0.02 2.57 -2.88
N 0.87 2.56 -1.71
C 0.66 3.68 -0.79
C 0.80 5.07 -1.40
C 2.28 2.36 -2.01
C 2.59 1.14 -2.87
N 2.03 -0.05 -2.28
C 2.15 -1.19 -2.94
C 1.56 -2.37 -2.37
F 0.91 -2.23 -1.18
C 1.60 -3.61 -2.94
F 0.99 -4.63 -2.29
C 2.22 -3.86 -4.16
C 2.81 -2.75 -4.74
F 3.45 -2.90 -5.92
C 2.80 -1.49 -4.18
F 3.45 -0.51 -4.87
H -2.08 2.45 -3.38
H -1.72 3.67 -2.16
H -1.70 1.98 -1.72
H 0.29 3.38 -3.59
H 0.19 1.64 -3.42
H 1.37 3.56 0.02
H -0.32 3.56 -0.33
H 1.77 5.23 -1.88
H 0.70 5.83 -0.62
H 0.03 5.28 -2.15
H 2.80 2.26 -1.05
H 2.72 3.25 -2.52
H 3.68 1.11 -2.97
H 2.22 1.32 -3.89
H 2.25 -4.83 -4.61
Br -4.90 -4.72 2.56
C -3.67 -3.50 1.80
C -2.68 -2.93 2.58
C -1.79 -2.06 1.96
N -1.86 -1.76 0.67
C -2.83 -2.29 -0.06
C -3.76 -3.19 0.45
C -2.90 -1.84 -1.49
C -4.09 -1.97 -2.22
C -4.10 -1.52 -3.53
Br -5.68 -1.67 -4.55
C -2.96 -0.97 -4.08
C -1.84 -0.87 -3.27
N -1.81 -1.29 -2.01
H -2.60 -3.15 3.64
H -0.99 -1.59 2.52
H -4.52 -3.65 -0.16
H -4.99 -2.37 -1.78
H -2.93 -0.61 -5.10
H -0.92 -0.44 -3.64
C -3.92 1.60 3.02
Si -2.99 2.09 1.44
C -3.42 3.89 1.03
C -3.85 1.05 0.11
N -1.32 1.80 1.42
C -0.47 2.36 2.30
C -0.79 3.23 3.38
C 0.16 3.76 4.25
C 1.51 3.48 4.12
C 1.89 2.64 3.07
C 0.94 2.14 2.23
F 1.38 1.35 1.19
H -4.99 1.63 2.84
H -3.71 2.24 3.88
H -3.66 0.58 3.30
H -4.50 4.02 0.96
H -2.99 4.17 0.06
H -3.05 4.60 1.77
H -4.87 1.42 -0.03
H -3.92 0.01 0.42
H -3.34 1.08 -0.85
H -1.82 3.50 3.55
H -0.19 4.41 5.05
H 2.24 3.89 4.80
H 2.92 2.37 2.88
C 3.21 -1.46 0.76
S 1.98 -2.30 1.77
O 1.44 -1.28 2.72
C 3.14 -3.30 2.71
C 3.42 -2.93 4.02
C 4.30 -3.71 4.76
C 4.88 -4.83 4.19
C 4.58 -5.19 2.89
C 3.70 -4.43 2.14
H 3.86 -0.89 1.41
H 2.71 -0.82 0.03
H 3.77 -2.22 0.21
H 2.94 -2.05 4.43
H 4.53 -3.43 5.78
H 5.57 -5.43 4.77
H 5.03 -6.08 2.45
H 3.44 -4.71 1.13
*
```

=====

Here is a structure of composition C38H42Br2N5O3PtS from OMol25. Energies are from ωB97M-V/def2-TZVPD.

Values from the calculation:
Gap between HOMO and LUMO (spin up / spin down) in eV: 7.416 / 3.524
E in eV: -207820.2208
E_LUMO (spin up / spin down) in eV: -7.58 / -11.34
HOMO energy (spin up / spin down) in eV: -14.99 / -14.86
ΔE to the lowest compared entry with this formula, charge and spin in kcal/mol: 41.4

Geometry as ORCA input:
```
! RIJCOSX wB97M-V def2-TZVPD def2/J DEFGRID3
* xyz 3 5
Pt -1.73 1.07 -0.10
O 1.38 0.96 -0.50
C 2.10 2.05 -0.79
C 0.78 3.45 -0.90
O 1.28 4.38 -1.45
O -0.23 3.12 -0.31
C 2.99 1.95 -2.00
C 3.56 3.09 -2.64
C 4.46 2.94 -3.66
C 4.83 1.65 -4.08
C 4.28 0.51 -3.44
C 3.38 0.65 -2.42
C 2.93 2.46 0.38
C 3.27 1.45 1.31
C 4.14 1.73 2.34
C 4.66 3.02 2.48
C 4.31 4.03 1.58
C 3.46 3.76 0.54
H 1.20 0.41 -1.28
H 3.26 4.09 -2.35
H 4.88 3.81 -4.16
H 5.55 1.52 -4.88
H 4.58 -0.48 -3.76
H 3.01 -0.24 -1.92
H 2.87 0.45 1.18
H 4.43 0.95 3.03
H 5.35 3.24 3.29
H 4.71 5.03 1.70
H 3.18 4.55 -0.15
Br -6.95 5.19 -1.39
C -5.49 4.10 -1.03
C -4.27 4.65 -0.67
C -3.22 3.79 -0.41
N -3.34 2.46 -0.49
C -4.52 1.92 -0.85
C -5.61 2.72 -1.13
C -4.55 0.44 -1.00
C -5.74 -0.27 -1.05
C -5.69 -1.63 -1.27
Br -7.26 -2.63 -1.30
C -4.46 -2.24 -1.46
C -3.32 -1.47 -1.36
N -3.36 -0.15 -1.11
H -4.14 5.72 -0.59
H -2.24 4.17 -0.15
H -6.55 2.28 -1.44
H -6.69 0.23 -0.91
H -4.39 -3.30 -1.68
H -2.33 -1.89 -1.50
C -2.35 2.60 3.21
N -0.96 2.51 3.74
C -0.95 1.86 5.09
C 0.02 1.88 2.75
C -0.23 0.42 2.52
C 0.40 -0.49 3.37
C 0.16 -1.85 3.28
C -0.73 -2.31 2.33
C -1.34 -1.42 1.46
C -1.08 -0.05 1.50
H -2.99 3.04 3.97
H -2.69 1.60 2.97
H -2.35 3.22 2.32
H -0.63 3.47 3.88
H -1.37 0.87 5.00
H -1.55 2.46 5.77
H 0.07 1.80 5.45
H 1.00 2.05 3.18
H -0.08 2.45 1.83
H 1.09 -0.12 4.13
H 0.65 -2.54 3.96
H -0.96 -3.37 2.26
H -2.04 -1.81 0.73
C 2.79 -5.11 0.64
C 1.60 -5.37 -0.27
N 1.03 -4.08 -0.70
C 0.41 -3.72 -1.82
S 0.28 -2.04 -2.19
N -0.12 -4.59 -2.68
C -0.33 -6.05 -2.62
C 0.61 -6.80 -3.54
H 3.22 -6.06 0.97
H 2.48 -4.56 1.54
H 3.56 -4.54 0.13
H 0.85 -5.96 0.25
H 1.93 -5.93 -1.15
H 1.27 -3.29 -0.12
H -0.39 -4.15 -3.55
H -1.36 -6.23 -2.91
H -0.23 -6.38 -1.59
H 0.49 -6.47 -4.58
H 0.39 -7.87 -3.51
H 1.66 -6.66 -3.26
*
```

=====

Here is a structure of composition C38H42BrN8O9STi from OMol25. Energies are from ωB97M-V/def2-TZVPD.

Values from the calculation:
Gap between HOMO and LUMO (spin up / spin down) in eV: 3.857 / 3.871
E in eV: -174428.2180
E_LUMO (spin up / spin down) in eV: 3.54 / 3.54
HOMO energy (spin up / spin down) in eV: -0.32 / -0.33
ΔE to the lowest compared entry with this formula, charge and spin in kcal/mol: 68.9

Geometry as ORCA input:
```
! RIJCOSX wB97M-V def2-TZVPD def2/J DEFGRID3
* xyz -2 2
Ti -0.31 -0.29 -0.28
O -0.94 -0.29 -1.95
N -2.00 -0.25 -2.82
N -3.11 -0.31 -2.12
O -2.27 -1.47 0.09
C -4.27 -0.31 -2.85
C -4.34 -0.12 -4.25
C -5.56 -0.16 -4.91
C -6.75 -0.39 -4.22
C -6.70 -0.56 -2.83
C -5.49 -0.52 -2.16
H -3.42 0.06 -4.78
H -5.59 -0.01 -5.98
H -7.70 -0.43 -4.74
H -7.61 -0.74 -2.27
H -5.45 -0.66 -1.08
O 1.00 -2.31 -1.30
C 1.78 -1.20 -1.61
O 1.45 -0.08 -0.95
C 2.78 -1.36 -2.49
C 3.61 -0.21 -2.89
C 4.73 -0.37 -3.63
C 5.11 -1.67 -4.12
C 4.21 -2.79 -3.88
C 3.11 -2.65 -3.12
N 6.28 -1.84 -4.78
O 6.61 -2.99 -5.21
O 7.07 -0.86 -4.95
H 3.30 0.78 -2.57
H 5.36 0.47 -3.89
H 4.47 -3.74 -4.33
H 2.46 -3.49 -2.93
Br 2.28 -2.35 5.58
C 0.95 -1.01 5.34
C 0.49 -0.31 6.45
C -0.48 0.65 6.26
C -0.98 0.91 4.99
C -0.50 0.22 3.90
C 0.48 -0.75 4.07
C -1.06 0.52 2.52
O -2.01 1.25 2.41
O -0.44 -0.05 1.54
H 0.89 -0.53 7.43
H -0.86 1.21 7.12
H -1.76 1.65 4.82
H 0.86 -1.28 3.21
C -0.10 -4.51 -0.32
C -0.59 -3.19 0.26
C -0.69 -3.31 1.78
C -1.97 -2.81 -0.29
N 0.33 -2.09 -0.02
H -0.67 -5.34 0.10
H 0.96 -4.63 -0.09
H -0.20 -4.52 -1.41
H -1.38 -4.13 2.04
H -1.08 -2.39 2.21
H 0.29 -3.53 2.21
H -2.74 -3.49 0.10
H -1.95 -2.89 -1.38
H -2.77 -1.04 -0.73
C 1.33 4.53 1.19
N 0.00 3.93 1.18
C -0.92 4.25 2.27
C -0.24 2.89 0.39
N -0.46 2.02 -0.33
H 1.22 5.62 1.22
H 1.87 4.25 0.29
H 1.90 4.19 2.05
H -1.48 5.16 2.04
H -0.34 4.40 3.18
H -1.61 3.43 2.43
C 6.15 2.48 1.87
C 6.07 2.34 0.35
C 4.68 1.95 -0.16
N 4.33 0.58 0.20
C 3.40 0.23 1.08
S 2.53 1.28 2.07
N 3.15 -1.14 1.21
C 3.85 -2.27 0.75
O 3.26 -3.31 0.61
C 5.35 -2.20 0.63
C 5.95 -2.73 -0.50
C 7.33 -2.66 -0.65
C 8.11 -2.10 0.36
C 7.50 -1.62 1.52
C 6.12 -1.66 1.65
H 7.17 2.71 2.19
H 5.83 1.55 2.36
H 5.49 3.27 2.23
H 6.78 1.58 0.02
H 6.35 3.28 -0.12
H 4.67 2.02 -1.25
H 3.92 2.61 0.25
H 4.53 -0.10 -0.53
H 2.17 -1.35 1.32
H 5.33 -3.15 -1.29
H 7.79 -3.03 -1.55
H 9.18 -2.04 0.25
H 8.10 -1.20 2.32
H 5.63 -1.27 2.54
*
```

=====

Here is a structure of composition C38H42Cl3N3O4SSiTl from OMol25. Energies are from ωB97M-V/def2-TZVPD.

Values from the calculation:
Gap between HOMO and LUMO in eV: 7.262
E in eV: -113731.8263
E_LUMO in eV: 1.55
HOMO energy in eV: -5.71
ΔE to the lowest compared entry with this formula, charge and spin in kcal/mol: 15.9

Geometry as ORCA input:
```
! RIJCOSX wB97M-V def2-TZVPD def2/J DEFGRID3
* xyz -1 1
Tl -0.34 -0.18 -0.19
C 2.79 0.84 4.52
C 1.88 1.49 3.47
C 1.22 2.75 4.03
C 2.68 1.80 2.23
C 3.57 2.86 2.28
C 4.34 3.21 1.19
C 4.22 2.50 0.01
C 3.34 1.43 -0.08
C 3.27 0.63 -1.36
C 3.49 1.50 -2.60
C 4.29 -0.51 -1.29
C 2.58 1.06 1.04
N 1.73 -0.07 0.99
C 2.09 -1.14 1.71
O 3.16 -1.32 2.28
C 1.01 -2.20 1.81
C 0.89 -3.05 2.90
C -0.19 -3.92 2.94
C -1.11 -3.92 1.90
C -0.90 -3.06 0.83
N 0.15 -2.25 0.81
C -1.74 -3.06 -0.43
O -2.43 -4.04 -0.71
N -1.54 -1.97 -1.17
C -1.79 -1.92 -2.55
C -3.04 -1.57 -3.08
C -3.17 -1.50 -4.46
C -2.10 -1.73 -5.31
C -0.87 -2.07 -4.77
C -0.70 -2.17 -3.41
C 0.61 -2.64 -2.81
C 0.50 -4.14 -2.48
C 1.84 -2.39 -3.67
C -4.24 -1.41 -2.19
C -5.17 -0.28 -2.61
C -4.98 -2.75 -2.19
H 2.21 0.59 5.41
H 3.59 1.52 4.81
H 3.24 -0.06 4.12
H 1.09 0.78 3.21
H 1.95 3.44 4.44
H 0.53 2.49 4.83
H 0.66 3.26 3.25
H 3.69 3.41 3.20
H 5.04 4.04 1.26
H 4.84 2.77 -0.82
H 2.27 0.18 -1.43
H 4.55 1.75 -2.71
H 2.93 2.43 -2.53
H 3.17 0.98 -3.50
H 5.29 -0.11 -1.17
H 4.26 -1.10 -2.21
H 4.08 -1.16 -0.45
H 1.63 -3.00 3.68
H -0.32 -4.59 3.78
H -1.99 -4.55 1.90
H -4.13 -1.27 -4.90
H -2.24 -1.65 -6.38
H -0.04 -2.26 -5.44
H 0.76 -2.10 -1.86
H 0.46 -4.72 -3.40
H -0.40 -4.34 -1.91
H 1.35 -4.46 -1.89
H 1.81 -3.00 -4.58
H 2.73 -2.66 -3.11
H 1.91 -1.34 -3.96
H -3.88 -1.22 -1.17
H -5.56 -0.44 -3.62
H -4.65 0.68 -2.60
H -6.02 -0.23 -1.94
H -5.28 -3.02 -3.21
H -5.88 -2.69 -1.57
H -4.34 -3.54 -1.80
Cl 0.24 1.23 -4.10
Si -0.49 1.71 -2.25
Cl 0.49 3.44 -1.72
Cl -2.42 2.34 -2.56
O -2.74 6.43 3.27
C -2.43 5.44 4.14
O -2.43 5.65 5.32
C -2.18 4.11 3.54
C -2.34 3.00 4.37
C -2.24 1.72 3.86
C -1.92 1.52 2.51
S -1.95 -0.10 1.91
C -1.67 2.63 1.71
C -1.81 3.91 2.21
H -2.77 6.10 2.36
H -2.60 3.17 5.40
H -2.40 0.86 4.49
H -1.38 2.49 0.68
H -1.58 4.74 1.56
*
```

=====

- Among the records above, which one has the highest E?
  C38H42BGdN3O2PS2